Entry 1:
DFT (ωB97M-V/def2-TZVPD) results for a cluster of 3 separate species, C4H6O2S in total at a distorted geometry.

Summary:
- lowest unoccupied orbital energy (eV) = 0.6
- DFT total energy (hartree) = -704.57668
- multiplicity = 1
- orbital gap (hartree) = 0.357
- ΔE to the lowest compared entry with this formula, charge and spin (kJ/mol) = 270.04
- SMILES = C=C=O.C=C=O.S

Structure (XYZ):
```
13
C4H6O2S ωB97M-V/def2-TZVPD
C -0.45898 -1.62357 2.04752
C -0.82981 -1.70913 0.83791
O -0.97161 -1.74378 -0.33322
H -1.17232 -2.13085 2.61565
H 0.39174 -1.11461 2.42884
C -0.86214 0.68230 -2.86478
C -0.86069 1.34740 -1.79488
O -0.88573 1.98399 -0.84857
H -0.29116 -0.06042 -3.24934
H -1.67328 1.11486 -3.57676
S 2.16295 0.86325 1.11860
H 3.31113 0.47558 1.65998
H 2.13990 1.91499 1.95905
```

Atom charges from the Löwdin analysis, given in e for atoms 1 to 6:
1 C 0.00
2 C -0.28
3 O 0.14
4 H 0.05
5 H 0.03
6 C 0.01

---

Entry 2:
DFT (ωB97M-V/def2-TZVPD) results for an isolated molecule of C4H6O2Si at a distorted geometry.

Summary:
- lowest unoccupied orbital energy (spin up / spin down) (eV) = 0.1 / -0.3
- DFT total energy (hartree) = -595.88105
- multiplicity = 1
- orbital gap (spin up / spin down) (hartree) = 0.299 / 0.245
- ΔE to the lowest compared entry with this formula, charge and spin (kJ/mol) = 321.85

Structure (XYZ):
```
13
C4H6O2Si ωB97M-V/def2-TZVPD
C 0.27536 0.63925 -1.04400
C -1.45669 -1.67189 -1.25858
C -0.18054 1.05638 0.35906
C -0.09449 -0.28540 1.00866
O -2.53182 -1.27512 -1.40668
O 1.41392 -2.37119 -1.13475
Si 0.26292 -1.18461 -0.72300
H 0.18930 1.26695 -1.88391
H 0.39595 1.84744 0.84770
H -1.17716 1.52357 0.31351
H 0.77591 -0.35297 1.50757
H -0.93725 -0.52440 1.56472
H 1.28726 -2.54269 -1.99982
```

Atom charges from the Löwdin analysis, given in e for atoms 1 to 6:
1 C -0.11
2 C -0.14
3 C -0.32
4 C -0.21
5 O 0.08
6 O -0.11

---

Entry 3:
DFT (ωB97M-V/def2-TZVPD) results for a structure of composition C4H6O2Tb at a distorted geometry.

Summary:
- lowest unoccupied orbital energy (spin up / spin down) (eV) = -5.9 / -5.5
- DFT total energy (hartree) = -1130.41927
- net charge = +1
- <S²> = 12.7459
- multiplicity = 7
- orbital gap (spin up / spin down) (hartree) = 0.230 / 0.244
- ΔE to the lowest compared entry with this formula, charge and spin (kJ/mol) = 372.58

Structure (XYZ):
```
13
C4H6O2Tb ωB97M-V/def2-TZVPD
O -1.42391 -1.19444 -0.56999
C -0.45864 -0.73042 -1.30308
H -0.59358 -1.35651 0.80952
H -0.63379 -1.29918 -2.26460
C 0.25304 -1.25859 2.16892
C 0.27482 0.06656 2.41994
C -0.01681 1.15174 1.41216
O 0.45242 1.01943 0.08888
Tb 1.84666 -0.32772 -0.76379
H -0.18190 0.35581 3.38142
H 0.28841 -1.92463 3.04219
H 0.12758 2.14284 1.86994
H -1.09159 1.03909 1.16042
```

Atom charges from the Löwdin analysis, given in e for atoms 1 to 6:
1 O -0.13
2 C -0.30
3 H 0.20
4 H 0.06
5 C -0.03
6 C -0.22

---

> The highest DFT total energy belongs to which entry?

C4H6O2Si

---

> ΔE to the lowest compared entry with this formula, charge and spin of number 3 (C4H6O2Tb)?

372.58 kJ/mol